(1)
This record from the OMol25 dataset describes C5H7NOS in the gas phase. The level of theory is ωB97M-V/def2-TZVPD.

Properties
* charge: 0
* SMILES: C=CN(C=O)CC=S
* multiplicity: 1
* energy above the lowest of the compared OMol25 structures with the same formula, charge and spin: 47.3 kcal/mol

```
15
Properties=species:S:1:pos:R:3:forces:R:3
C 1.9909 1.8656 -0.1832 0.94 -0.96 -0.75
C 0.9755 1.1442 0.2500 -0.82 0.62 0.65
C -0.5101 -0.7278 0.5842 -1.42 -2.02 -0.97
C -1.6425 -0.5617 -0.4235 0.85 0.48 -1.04
C 1.7482 -1.1086 -0.1051 -1.30 -0.41 0.50
H 1.9694 2.9292 -0.0680 0.03 0.31 0.05
H 2.8341 1.3640 -0.6896 -0.50 0.64 0.43
H 0.1292 1.5838 0.7470 -0.15 0.63 0.08
H -0.8510 -0.3349 1.5214 0.02 0.21 0.63
H -0.4748 -1.8532 0.6331 0.38 0.93 0.46
H -1.4234 -1.0044 -1.4547 -0.44 0.53 1.34
H 1.2831 -2.0687 -0.2367 0.10 -1.25 -0.20
N 0.7620 -0.2248 0.1963 0.53 0.15 -0.46
O 2.9085 -0.8883 -0.1570 1.89 0.37 -0.50
S -2.9650 0.2746 -0.0816 -0.13 -0.24 -0.23
```
Forces are in eV/Å.

Results of the Mulliken charge analysis, in e, for atoms 1 through 5: atom 1 (C): -0.782, atom 2 (C): 0.063, atom 3 (C): -0.850, atom 4 (C): -0.063, atom 5 (C): 0.074

(2)
This record from the OMol25 dataset describes C5H7NOS in the gas phase. The level of theory is ωB97M-V/def2-TZVPD.

Properties
* charge: 0
* SMILES: C=CC(=S)CNC=O
* multiplicity: 1
* energy above the lowest of the compared OMol25 structures with the same formula, charge and spin: 41.1 kcal/mol

```
15
Properties=species:S:1:pos:R:3:forces:R:3
C -2.2740 1.5819 -0.2911 0.08 -2.47 0.01
C -1.1082 1.0619 0.0699 -1.04 -1.98 -0.11
C -0.8822 -0.4449 0.2095 1.24 1.71 0.36
C 0.4876 -0.8594 0.8636 -1.24 -0.45 -0.94
C 2.3922 -0.2984 -0.5272 -2.17 0.62 -0.26
H -3.1440 1.0279 -0.5884 -0.05 -0.62 -0.06
H -2.4453 2.5770 -0.2193 -0.16 3.11 0.00
H -0.3632 1.7511 0.3502 1.21 0.29 0.43
H 0.2881 -1.7634 1.4415 0.05 0.13 0.07
H 0.9208 -0.0742 1.5086 -0.17 -0.39 -0.62
H 1.1818 -1.9240 -0.9125 0.10 0.04 0.64
H 3.1307 -0.6888 -1.2133 0.64 0.03 -0.28
N 1.4260 -1.2248 -0.2141 0.54 0.56 0.70
O 2.2841 0.8595 -0.1648 1.13 -0.44 0.11
S -1.8947 -1.5812 -0.3126 -0.17 -0.13 -0.06
```
Forces are in eV/Å.

Results of the Mulliken charge analysis, in e, for atoms 1 through 5: atom 1 (C): -0.842, atom 2 (C): -0.130, atom 3 (C): 0.377, atom 4 (C): -0.691, atom 5 (C): 0.002

(3)
This record from the OMol25 dataset describes C5H7NOS2 in the gas phase. The level of theory is ωB97M-V/def2-TZVPD.

Properties
* charge: 0
* multiplicity: 3
* <S²>: 2.011
* energy above the lowest of the compared OMol25 structures with the same formula, charge and spin: 8.2 kcal/mol

```
16
Properties=species:S:1:pos:R:3:forces:R:3
C 0.2853 1.4832 -0.1288 0.45 0.79 0.10
C -1.1025 1.1028 -0.3038 -0.67 -0.36 -0.23
C -1.2465 -0.3756 -0.6757 -0.11 0.02 0.18
C -0.6717 -1.2772 0.4271 0.17 0.03 -0.32
C 0.7806 -1.0428 0.6463 -1.40 0.88 2.60
N 1.2157 2.1642 0.0029 -1.08 -1.26 -0.23
O 2.2703 2.6889 0.1491 1.28 0.89 0.19
S 1.9164 -1.4506 -0.4989 0.68 -1.16 -2.93
S 3.6835 -1.0577 0.1783 0.66 0.33 0.67
H -1.6400 1.2969 0.6311 -0.01 0.03 -0.10
H -1.5484 1.7230 -1.0878 0.03 0.01 0.12
H -2.3039 -0.6062 -0.8138 0.01 0.01 -0.09
H -0.7252 -0.5722 -1.6134 -0.05 0.02 -0.07
H -1.2102 -1.0937 1.3588 0.04 -0.08 0.01
H -0.8386 -2.3178 0.1359 -0.10 -0.14 0.02
H 1.1352 -0.6653 1.5926 0.09 0.00 0.07
```
Forces are in eV/Å.

Results of the Mulliken charge analysis, in e, for atoms 1 through 5: atom 1 (C): 0.187, atom 2 (C): -0.565, atom 3 (C): -0.637, atom 4 (C): -0.601, atom 5 (C): -0.447

(4)
This record from the OMol25 dataset describes C5H7NS in the gas phase. The level of theory is ωB97M-V/def2-TZVPD.

Properties
* charge: 0
* SMILES: C#CC(=S)N(C)C
* multiplicity: 1
* energy above the lowest of the compared OMol25 structures with the same formula, charge and spin: 52.2 kcal/mol

```
14
Properties=species:S:1:pos:R:3:forces:R:3
C 0.4692 2.0478 -0.2449 -0.88 1.55 -0.35
C -1.2971 1.1968 1.1663 -1.43 0.21 -0.53
C 0.0980 -0.3263 -0.1796 0.66 -0.40 0.42
C -0.5505 -1.4074 0.5279 -0.60 -0.40 -0.06
C -1.1564 -2.2764 1.1019 0.62 0.70 -0.51
H 1.5155 2.0305 -0.0426 0.84 -0.31 0.12
H 0.3042 2.1170 -1.3056 0.32 0.23 -0.66
H 0.0473 2.9824 0.2058 0.22 -0.99 -0.19
H -1.9036 0.2825 1.3493 0.58 0.78 0.13
H -1.9641 1.9227 0.6199 0.41 -0.55 0.81
H -0.9626 1.6835 2.1170 0.02 -0.60 -0.81
H -1.6747 -3.0430 1.6063 -0.15 -0.32 0.18
N -0.2368 0.8966 0.2096 -0.66 0.42 1.74
S 1.3072 -0.6037 -1.2654 0.05 -0.32 -0.28
```
Forces are in eV/Å.

Results of the Mulliken charge analysis, in e, for atoms 1 through 5: atom 1 (C): -1.126, atom 2 (C): -0.875, atom 3 (C): 0.266, atom 4 (C): -0.687, atom 5 (C): 0.237